No. 1
Here is C49H57F6N7O3PPbSb as an isolated structure from the OMol25 dataset. Energies are from the ωB97M-V functional and the def2-TZVPD basis.

```
125
C49H57F6N7O3PPbSb (the ωB97M-V functional and the def2-TZVPD basis)
Pb -0.09742 0.87719 -0.48334
C 4.49419 -0.20859 2.30539
C 4.47547 -1.52567 1.57365
C 4.97236 -2.65993 2.21173
C 5.09184 -3.87758 1.56341
C 4.74943 -3.97407 0.22426
C 4.25233 -2.86347 -0.43688
C 4.06142 -1.65875 0.24144
N 3.50291 -0.53714 -0.43026
C 2.45947 -0.46876 -1.29117
N 1.85323 -1.60447 -1.67033
C 0.58936 -1.69110 -2.35710
C -0.47271 -0.86064 -1.99378
C -1.65601 -1.01104 -2.70959
C -1.78986 -1.97205 -3.70925
C -0.72162 -2.79557 -4.01562
C 0.49743 -2.66101 -3.35247
C 1.67343 -3.52534 -3.71203
N 2.04855 0.75180 -1.64907
C 2.25732 1.20875 -2.99497
C 1.33874 1.03654 -4.02895
C 1.56708 1.58275 -5.28374
C 2.71959 2.31217 -5.52231
C 3.63455 2.49083 -4.49662
C 3.42427 1.95453 -3.23044
C 4.42026 2.21032 -2.13369
H 4.26718 -0.34966 3.36236
H 3.81112 0.54453 1.91551
H 5.49330 0.23077 2.25277
H 5.28557 -2.57084 3.24562
H 5.48724 -4.73568 2.09080
H 4.89438 -4.90023 -0.31642
H 4.06428 -2.91660 -1.50243
H 3.83787 0.38863 -0.20093
H 2.20699 -2.47385 -1.29859
H -2.50604 -0.36900 -2.49380
H -2.72101 -2.07208 -4.25471
H -0.81503 -3.53933 -4.79810
H 1.47259 -4.09518 -4.61728
H 1.90775 -4.24563 -2.92011
H 2.56714 -2.92084 -3.87854
H 0.42833 0.48684 -3.85134
H 0.83785 1.43510 -6.07132
H 2.90849 2.74058 -6.49840
H 4.53363 3.06965 -4.67401
H 5.15333 2.95124 -2.44889
H 4.96967 1.30405 -1.86651
H 3.92492 2.57648 -1.23059
O -2.19602 4.00363 0.40429
H -2.58420 4.74521 0.88019
H -1.26018 3.98409 0.66938
O -3.00209 1.44864 -0.29680
H -2.84186 2.37650 -0.01400
H -3.53728 1.50329 -1.09803
N 0.18875 -0.30660 2.60154
N 1.07637 -0.74587 1.57667
H 0.21186 0.71329 2.58605
H 0.52018 -0.57696 3.52545
H 1.09780 -1.75999 1.56193
H 2.00791 -0.38695 1.75163
N -0.48990 6.49181 -5.57854
C 0.09016 6.49136 -4.35052
O 0.68918 7.44026 -3.89371
C -0.06234 5.21929 -3.55497
C -1.15060 4.36488 -3.68489
C -1.19329 3.22785 -2.90036
N -0.23101 2.91279 -2.03811
C 0.80749 3.74076 -1.90188
C 0.92368 4.90896 -2.63075
H -0.34886 7.30447 -6.15453
H -0.79805 5.64251 -6.01443
H -1.96576 4.57982 -4.36277
H -2.02410 2.53449 -2.97599
H 1.56719 3.45276 -1.18523
H 1.76482 5.57313 -2.48900
C -5.67545 -0.86148 2.90150
C -5.39450 -1.38498 1.51932
C -6.48738 -1.68476 0.70571
C -6.34129 -2.13808 -0.59438
C -5.07280 -2.28740 -1.12889
C -3.97129 -2.00333 -0.34050
C -4.11408 -1.58968 0.98168
Sb -2.25858 -1.22225 2.01203
C -1.03764 -2.96719 1.86054
C -0.86805 -3.38998 0.54018
C 0.07208 -4.34996 0.19695
C 0.87751 -4.89292 1.18349
C 0.72055 -4.47482 2.49623
C -0.22595 -3.51916 2.86490
C -0.31308 -3.15588 4.32285
C -2.71089 -0.60081 3.97849
C -3.04285 -1.53467 4.95742
C -3.40252 -1.12513 6.22963
C -3.43244 0.23032 6.52173
C -3.13031 1.15979 5.54049
C -2.77622 0.77156 4.24908
C -2.54732 1.83255 3.20462
H -6.74181 -0.67479 3.01254
H -5.15268 0.07361 3.09986
H -5.38189 -1.57117 3.67560
H -7.48250 -1.54754 1.11104
H -7.21773 -2.36059 -1.18913
H -4.93379 -2.61700 -2.15072
H -2.99511 -2.08516 -0.79371
H -1.43877 -2.95089 -0.26487
H 0.16646 -4.65366 -0.83844
H 1.62540 -5.63682 0.94044
H 1.35189 -4.89933 3.26773
H 0.62928 -3.37753 4.82185
H -1.08889 -3.73743 4.82568
H -0.54602 -2.10579 4.48971
H -3.03805 -2.59367 4.72805
H -3.66310 -1.85688 6.98269
H -3.70872 0.56601 7.51286
H -3.18123 2.21691 5.77100
H -3.01264 2.76758 3.51412
H -2.98100 1.56029 2.23747
H -1.49025 2.05594 3.04664
F 2.14190 1.98377 1.16099
P 1.85623 3.27006 2.16484
F 0.52363 3.61439 1.25075
F 0.90191 2.27236 3.06186
F 3.12577 2.85092 3.03557
F 1.51059 4.48125 3.12475
F 2.73867 4.19135 1.20184
```

Results
spin multiplicity	2
charge	+1
E_HOMO (spin up / spin down)	-10.23 / -10.31	eV
frontier orbital gap (spin up / spin down)	8.28 / 5.55	eV

Results of the Mulliken charge analysis, in e, for atoms 1 through 4: 2.076, -1.149, 0.877, -0.804

---

No. 2
Here is C30H25As3F18HgN5O10 as an isolated structure at a distorted geometry from the OMol25 dataset. Energies are from the ωB97M-V functional and the def2-TZVPD basis.

```
92
C30H25As3F18HgN5O10 (the ωB97M-V functional and the def2-TZVPD basis)
Hg 8.49340 4.79161 -19.41096
As 10.45401 4.69649 -15.72779
F 11.99934 4.31633 -16.51096
F 9.67418 4.45636 -17.31903
F 8.84235 5.09993 -15.19408
F 11.15971 4.92952 -14.08145
F 10.82972 6.44148 -16.22853
F 10.27755 2.98019 -15.31325
As 10.23514 1.12667 -18.84159
F 8.77695 0.16598 -19.20392
F 9.61405 1.26451 -17.15934
F 11.61763 2.17782 -18.33104
F 10.98874 0.91314 -20.41707
F 9.33852 2.58102 -19.42197
F 11.09049 -0.38281 -18.24451
As 12.05152 5.90442 -20.48235
F 13.50392 5.93045 -21.49205
F 12.12630 7.59349 -19.89154
F 10.38720 5.74523 -19.60612
F 11.82826 4.18806 -20.97115
F 13.01051 5.41317 -19.06163
F 11.12422 6.51354 -21.91295
C 7.37207 8.64153 -13.44461
C 8.13522 9.01110 -14.51403
C 8.00467 8.29553 -15.73082
C 7.07516 7.29345 -15.89033
C 6.27691 7.01461 -14.80460
C 6.42772 7.59605 -13.58078
N 6.90258 6.57687 -17.18342
O 7.83078 6.52952 -17.96067
O 5.81865 6.08287 -17.39363
H 7.50707 9.17088 -12.51296
H 8.95899 9.70825 -14.47156
H 8.58409 8.69915 -16.54799
H 5.54602 6.22263 -14.73408
H 5.79449 7.25007 -12.77721
C 2.52853 3.21608 -16.14937
C 3.01699 3.34002 -17.42387
C 4.40089 3.20964 -17.60525
C 5.30232 3.13143 -16.49229
C 4.73131 3.09143 -15.23365
C 3.32271 3.07237 -15.01900
N 6.75774 2.97845 -16.66240
O 7.28705 3.41114 -17.68734
O 7.41160 2.52954 -15.75897
H 1.45538 3.12739 -16.06647
H 2.32812 3.49266 -18.24153
H 4.76297 3.13238 -18.61980
H 5.31442 2.95812 -14.33443
H 2.84967 3.11715 -14.04914
C 1.21299 4.88601 -20.80827
C 1.94342 5.50919 -19.75344
C 3.32775 5.34822 -19.83689
C 3.96911 4.65830 -20.87472
C 3.19284 4.01954 -21.83041
C 1.83234 4.10926 -21.79903
N 5.46791 4.66306 -20.89977
O 5.97374 4.75777 -21.98638
O 6.10583 4.77047 -19.89299
H 0.13380 4.92280 -20.78880
H 1.41048 5.95623 -18.92729
H 3.90523 5.96689 -19.16595
H 3.57715 3.48283 -22.68517
H 1.24436 3.64492 -22.57690
C 9.67861 1.13750 -25.49273
C 10.08740 1.18134 -24.20106
C 9.86422 2.31234 -23.41437
C 9.16261 3.39869 -23.86944
C 8.67629 3.31952 -25.18960
C 9.00494 2.25870 -25.97701
N 8.80485 4.55713 -22.96308
O 8.83579 4.36788 -21.72294
O 8.21650 5.49623 -23.48990
H 9.92015 0.25941 -26.07326
H 10.54575 0.33026 -23.71941
H 10.37808 2.22928 -22.46810
H 8.07248 4.12252 -25.58584
H 8.76599 2.31588 -27.02869
C 7.66042 10.38698 -24.24689
C 8.65350 9.42417 -24.00554
C 8.51373 8.56272 -22.86891
C 7.36172 8.68917 -22.06309
C 6.43599 9.63919 -22.29964
C 6.54741 10.43236 -23.37254
N 7.05335 7.72419 -20.96489
O 7.89436 6.79526 -20.82190
O 6.03868 7.81493 -20.27332
H 7.76514 11.10613 -25.04580
H 9.53360 9.28245 -24.61524
H 9.22862 7.76012 -22.76324
H 5.61960 9.89997 -21.64243
H 5.82328 11.21808 -23.52962
```

Results
relative energy (zero: lowest compared OMol25 entry of this formula, charge and spin)	2.460	eV
charge	-1
E_HOMO	-8.16	eV
frontier orbital gap	8.65	eV

Results of the Mulliken charge analysis, in e, for atoms 1 through 4: 3.470, 1.871, -0.492, -0.439

---

no.,DFT total energy (a.u.)
1,-3884.0928
2,-10842.5598